Record 1
Molecular formula: C17H21Cl3HfO3
Method: DFT, the ωB97M-V functional and the def2-TZVPD basis

## Properties
Frontier orbital gap (eV): 3.813
Highest occupied orbital energy (hartree): 0.00989
Strongest force on any atom (eV/A): 7.92
E (eV): -62991.696
E_LUMO (hartree): 0.150

The geometry in ORCA input format:
```
! RIJCOSX wB97M-V def2-TZVPD def2/J DEFGRID3
* xyz -2 1
C -1.234 2.757 -1.823
C -1.418 3.259 -0.515
C -2.366 2.426 0.135
C -0.650 4.363 0.084
C -2.832 1.465 -0.801
C -2.116 1.662 -2.018
C -2.290 0.893 -3.273
C -0.269 3.302 -2.796
C -2.698 2.515 1.569
C -3.838 0.408 -0.569
Hf 0.722 -0.956 -0.960
Cl 1.430 2.596 2.454
Cl 1.852 1.027 -1.750
Cl -0.885 -0.667 0.812
H 0.398 4.268 -0.227
H -0.623 4.239 1.170
H -1.035 5.370 -0.175
H -1.777 2.797 2.105
H -2.993 1.527 1.946
H -3.496 3.247 1.788
H -3.955 0.197 0.502
H -3.553 -0.534 -1.059
H -4.829 0.690 -0.957
H -2.518 -0.168 -3.086
H -1.404 0.957 -3.922
H -3.146 1.284 -3.851
H 0.585 3.710 -2.245
H -0.703 4.117 -3.398
H 0.108 2.523 -3.465
O 0.218 -1.968 -2.404
H -0.376 -1.619 -3.321
O 3.854 -1.112 0.751
C 3.184 -2.103 0.660
O 2.100 -2.216 -0.267
C 3.267 -3.297 1.604
C 2.072 -3.893 2.057
C 2.137 -5.051 2.840
C 3.368 -5.544 3.288
C 4.548 -4.899 2.913
C 4.503 -3.735 2.136
H 1.114 -3.404 1.832
H 1.218 -5.571 3.098
H 3.409 -6.419 3.935
H 5.511 -5.302 3.222
H 5.404 -3.141 1.983
*
```

=====

Record 2
Molecular formula: C17H21F24N3O8P
Method: DFT, the ωB97M-V functional and the def2-TZVPD basis

## Properties
Frontier orbital gap (eV): 9.769
Highest occupied orbital energy (hartree): -0.49278
Strongest force on any atom (eV/A): 1.35
E (eV): -113322.430
E_LUMO (hartree): -0.134

The geometry in ORCA input format:
```
! RIJCOSX wB97M-V def2-TZVPD def2/J DEFGRID3
* xyz 1 1
N -0.695 2.758 -1.002
C 0.182 2.304 -0.107
N 1.373 2.959 0.047
C 2.310 2.835 -1.146
O 3.531 3.365 -0.781
O 4.487 2.290 -0.787
N -0.089 1.206 0.608
P -1.533 0.226 0.521
O -2.163 0.330 -0.775
O -2.435 0.691 1.714
O -0.930 -1.147 1.009
H -1.653 2.930 -0.727
H -0.329 3.502 -1.584
H 1.883 2.552 0.828
H 1.882 3.385 -1.979
H 2.419 1.784 -1.415
H 4.889 2.392 0.089
H 0.615 0.925 1.278
H -2.088 0.563 2.608
H -0.079 -1.331 0.576
C 0.781 -5.320 4.584
C 1.272 -6.602 3.899
C 2.786 -6.778 3.726
F 3.278 -5.807 2.926
F 3.019 -7.969 3.143
F 0.657 -6.753 2.710
F 0.884 -7.627 4.711
O 0.315 -4.295 3.717
C 1.117 -3.328 3.218
C 1.112 -3.344 1.683
F 1.615 -4.488 1.219
F 1.887 -2.303 1.227
F 2.364 -3.365 3.705
F 0.587 -2.115 3.574
H -0.104 -5.623 5.139
H 1.507 -4.947 5.306
H 3.295 -6.747 4.693
H 0.103 -3.215 1.302
C -3.200 -5.884 -2.549
C -1.987 -5.434 -1.722
C -1.859 -3.940 -1.400
F -1.687 -3.205 -2.510
F -0.747 -3.771 -0.623
F -0.844 -5.867 -2.280
F -2.118 -6.033 -0.500
O -2.973 -6.098 -3.925
C -3.126 -5.108 -4.853
C -1.824 -4.866 -5.634
F -0.848 -4.472 -4.789
F -2.034 -3.880 -6.531
F -3.584 -3.964 -4.309
F -4.044 -5.521 -5.753
H -3.445 -6.868 -2.153
H -4.060 -5.238 -2.368
H -2.729 -3.575 -0.849
H -1.519 -5.778 -6.149
C -0.782 8.167 -1.018
C -1.037 9.137 0.144
C -0.007 10.249 0.381
F 1.189 9.709 0.700
F -0.424 11.006 1.413
F -1.232 8.443 1.283
F -2.198 9.781 -0.163
O -0.219 6.909 -0.661
C 1.121 6.690 -0.624
C 1.576 6.231 0.773
F 1.335 7.188 1.680
F 2.903 5.978 0.747
F 1.838 7.722 -1.067
F 1.374 5.632 -1.466
H -1.773 7.923 -1.396
H -0.233 8.645 -1.829
H 0.100 10.877 -0.506
H 1.043 5.321 1.051
*
```

=====

Record 3
Molecular formula: C17H21F2N3O5S
Method: DFT, the ωB97M-V functional and the def2-TZVPD basis

## Properties
ΔE to the lowest compared entry with this formula, charge and spin (kcal per mole): 5.69
Frontier orbital gap (eV): 8.806
Highest occupied orbital energy (hartree): -0.30219
Strongest force on any atom (eV/A): 3.82
E (eV): -48946.979
E_LUMO (hartree): 0.021
Structure (SMILES): C[C@@H](CO[C@H]1C[C@@H](COc2ccc3nc(OCC(F)F)sc3n2)C1)NC(=O)O

The geometry in ORCA input format:
```
! RIJCOSX wB97M-V def2-TZVPD def2/J DEFGRID3
* xyz 0 1
C 1.911 -4.980 2.107
C 1.506 -3.546 1.719
C -0.020 -3.385 1.840
O -0.407 -2.098 1.294
C -1.763 -1.795 1.482
C -2.674 -2.055 0.289
C -2.869 -0.556 0.037
C -2.134 -0.073 -1.227
O -2.348 1.364 -1.391
C -1.324 2.206 -1.136
C -1.475 3.550 -1.513
C -0.411 4.422 -1.359
C 0.780 3.932 -0.932
N 1.919 4.687 -0.793
C 2.876 3.875 -0.335
O 4.121 4.374 -0.005
C 4.424 5.769 -0.264
C 3.719 6.737 0.681
F 4.391 7.946 0.687
F 3.701 6.282 1.946
S 2.499 2.185 -0.042
C 0.900 2.580 -0.617
N -0.143 1.743 -0.724
C -2.156 -0.344 1.364
N 2.290 -2.653 2.575
C 2.569 -1.366 2.242
O 3.584 -0.976 2.798
O 1.782 -0.631 1.412
H 1.385 -5.671 1.446
H 2.981 -5.174 1.923
H 1.634 -5.225 3.147
H 1.805 -3.363 0.678
H -0.467 -4.149 1.183
H -0.303 -3.538 2.889
H -2.165 -2.247 2.383
H -2.216 -2.596 -0.515
H -3.613 -2.515 0.584
H -3.886 -0.228 -0.009
H -2.633 -0.569 -2.092
H -1.085 -0.389 -1.128
H -2.427 3.934 -1.878
H -0.586 5.448 -1.590
H 4.201 6.087 -1.280
H 5.487 5.906 -0.104
H 2.708 6.957 0.314
H -1.271 0.297 1.298
H -2.826 0.022 2.181
H 2.976 -3.065 3.145
H 0.984 -1.184 1.218
*
```

=====

Repeat the second record exactly.
Molecular formula: C17H21F24N3O8P
Method: DFT, the ωB97M-V functional and the def2-TZVPD basis

## Properties
Frontier orbital gap (eV): 9.769
Highest occupied orbital energy (hartree): -0.49278
Strongest force on any atom (eV/A): 1.35
E (eV): -113322.430
E_LUMO (hartree): -0.134

The geometry in ORCA input format:
```
! RIJCOSX wB97M-V def2-TZVPD def2/J DEFGRID3
* xyz 1 1
N -0.695 2.758 -1.002
C 0.182 2.304 -0.107
N 1.373 2.959 0.047
C 2.310 2.835 -1.146
O 3.531 3.365 -0.781
O 4.487 2.290 -0.787
N -0.089 1.206 0.608
P -1.533 0.226 0.521
O -2.163 0.330 -0.775
O -2.435 0.691 1.714
O -0.930 -1.147 1.009
H -1.653 2.930 -0.727
H -0.329 3.502 -1.584
H 1.883 2.552 0.828
H 1.882 3.385 -1.979
H 2.419 1.784 -1.415
H 4.889 2.392 0.089
H 0.615 0.925 1.278
H -2.088 0.563 2.608
H -0.079 -1.331 0.576
C 0.781 -5.320 4.584
C 1.272 -6.602 3.899
C 2.786 -6.778 3.726
F 3.278 -5.807 2.926
F 3.019 -7.969 3.143
F 0.657 -6.753 2.710
F 0.884 -7.627 4.711
O 0.315 -4.295 3.717
C 1.117 -3.328 3.218
C 1.112 -3.344 1.683
F 1.615 -4.488 1.219
F 1.887 -2.303 1.227
F 2.364 -3.365 3.705
F 0.587 -2.115 3.574
H -0.104 -5.623 5.139
H 1.507 -4.947 5.306
H 3.295 -6.747 4.693
H 0.103 -3.215 1.302
C -3.200 -5.884 -2.549
C -1.987 -5.434 -1.722
C -1.859 -3.940 -1.400
F -1.687 -3.205 -2.510
F -0.747 -3.771 -0.623
F -0.844 -5.867 -2.280
F -2.118 -6.033 -0.500
O -2.973 -6.098 -3.925
C -3.126 -5.108 -4.853
C -1.824 -4.866 -5.634
F -0.848 -4.472 -4.789
F -2.034 -3.880 -6.531
F -3.584 -3.964 -4.309
F -4.044 -5.521 -5.753
H -3.445 -6.868 -2.153
H -4.060 -5.238 -2.368
H -2.729 -3.575 -0.849
H -1.519 -5.778 -6.149
C -0.782 8.167 -1.018
C -1.037 9.137 0.144
C -0.007 10.249 0.381
F 1.189 9.709 0.700
F -0.424 11.006 1.413
F -1.232 8.443 1.283
F -2.198 9.781 -0.163
O -0.219 6.909 -0.661
C 1.121 6.690 -0.624
C 1.576 6.231 0.773
F 1.335 7.188 1.680
F 2.903 5.978 0.747
F 1.838 7.722 -1.067
F 1.374 5.632 -1.466
H -1.773 7.923 -1.396
H -0.233 8.645 -1.829
H 0.100 10.877 -0.506
H 1.043 5.321 1.051
*
```